Density functional theory data (ωB97M-V/def2-TZVPD) for C9H7N as an isolated structure.

```
17
Properties=species:S:1:pos:R:3
C -0.059 -0.459 -2.669
C -1.072 0.657 0.188
C 0.556 -0.461 -1.415
C 0.368 -0.033 -0.213
C -1.324 -0.474 -2.343
C -0.251 0.477 1.564
C -2.419 0.343 -0.457
C 0.940 0.097 1.192
C 2.216 -0.506 1.634
N -2.362 -0.162 -1.643
H 0.394 -0.588 -3.649
H -0.857 1.772 0.020
H -0.436 0.743 2.577
H -3.293 0.534 0.051
H 2.563 -0.233 2.607
H 2.929 -0.161 0.861
H 2.106 -1.546 1.695
```

Calculated values
* HOMO (alpha / beta): -7.1095 / -7.1097 eV
* frontier orbital gap (alpha / beta): 7.0 / 7.0 eV
* molecular weight: 129.2 g/mol
* lowest unoccupied orbital energy (alpha / beta): -0.120 / -0.120 eV
* spin multiplicity: 1

Charges computed using Mulliken, reported in e: -0.760 -0.304 0.144 0.663 0.363 -0.513 -0.240 -0.006 -1.313 -0.535 0.368 0.243 0.432 0.472 0.401 0.295 0.291